Record 1
91
Properties=species:S:1:pos:R:3 method="wB97M-V/def2-TZVPD" gap_ev=6.59 relative_energy_kcal_mol=586.14 lumo_energy_ev=-1.654 energy_ev=-74009.08417
C -5.80 0.27 -10.67
C -5.22 -1.25 -10.34
O -5.41 -2.24 -11.23
O -4.49 -1.41 -9.07
C -4.96 -2.57 -8.29
C -3.60 -3.26 -7.63
C -3.73 -3.56 -6.02
C -3.65 -2.23 -5.06
C -3.97 -0.69 -5.52
C -3.84 0.56 -4.41
C -3.42 0.30 -2.83
C -3.09 -1.25 -2.37
C -3.19 -2.50 -3.47
C -2.79 -4.03 -2.92
O -3.48 -5.14 -3.22
C -1.48 -4.05 -1.89
C -0.32 -5.25 -1.95
C 0.93 -5.08 -0.87
C 1.03 -3.81 0.22
O 2.24 -3.80 1.09
C 3.23 -2.86 0.48
C 4.39 -2.45 1.56
C 3.73 -1.62 2.84
C 5.68 -1.65 0.93
C 6.11 -2.12 -0.58
C 5.55 -0.02 0.93
C -0.16 -2.65 0.30
C 0.01 -1.47 1.43
I -1.17 -1.98 3.24
C -0.24 0.05 0.89
C 1.22 0.87 0.98
I -1.56 1.11 2.33
C -1.39 -2.81 -0.78
C -2.62 -1.68 -0.82
O -3.22 -1.18 0.26
H -5.65 0.93 -9.71
H -6.93 0.21 -10.96
H -5.11 0.72 -11.52
H -5.62 -2.14 -7.40
H -5.64 -3.32 -8.87
H -2.60 -2.68 -7.93
H -3.51 -4.32 -8.16
H -4.69 -4.21 -5.76
H -2.78 -4.23 -5.73
H -4.27 -0.44 -6.62
H -4.04 1.68 -4.74
H -3.32 1.21 -2.07
H -0.41 -6.13 -2.72
H 1.76 -5.93 -0.90
H 3.62 -3.38 -0.50
H 2.60 -1.90 0.18
H 4.81 -3.47 2.00
H 3.29 -0.57 2.48
H 2.83 -2.19 3.33
H 4.53 -1.40 3.66
H 6.61 -1.91 1.64
H 5.43 -1.60 -1.39
H 7.20 -1.67 -0.77
H 6.08 -3.28 -0.73
H 4.74 0.41 0.19
H 6.60 0.41 0.55
H 5.41 0.45 2.01
H 1.15 -1.52 1.79
H -0.59 0.14 -0.22
H 1.42 1.08 2.14
H 2.12 0.24 0.57
H 1.15 1.95 0.47
F 2.84 2.94 4.62
C 1.97 3.93 4.37
C 2.25 5.21 4.81
C 1.35 6.24 4.55
C 0.17 5.97 3.86
C -0.11 4.68 3.42
C 0.80 3.65 3.67
H 3.17 5.40 5.36
H 1.57 7.26 4.88
H -0.54 6.78 3.66
H -1.03 4.47 2.89
H 0.60 2.64 3.33
F -1.31 5.62 7.51
C -0.27 5.28 8.28
C 0.11 3.94 8.35
C 1.20 3.58 9.15
C 1.88 4.56 9.88
C 1.49 5.90 9.80
C 0.41 6.26 9.00
H -0.43 3.20 7.79
H 1.51 2.54 9.21
H 2.73 4.28 10.50
H 2.02 6.66 10.37
H 0.09 7.29 8.92

=====

Record 2
94
Properties=species:S:1:pos:R:3 method="wB97M-V/def2-TZVPD" gap_ev="8.11 / 8.10" relative_energy_kcal_mol=0.00 lumo_energy_ev="-5.324 / -5.329" spin_multiplicity=5 total_charge=+2 energy_ev=-216010.05794 s_squared=6.01
Fe -0.79 -1.18 0.81
C -3.07 -0.31 -1.10
C -3.68 0.49 0.03
C -2.76 1.28 0.92
C -3.25 2.46 1.46
C -2.43 3.26 2.24
C -1.12 2.86 2.45
C -0.71 1.67 1.89
N -1.50 0.88 1.14
N -2.40 -1.56 -0.73
C -3.35 -2.56 -0.17
C -3.61 -2.34 1.30
C -4.80 -2.71 1.90
C -4.99 -2.43 3.25
C -3.98 -1.78 3.94
C -2.82 -1.46 3.27
N -2.62 -1.75 1.98
C -1.75 -2.13 -1.91
C -0.76 -3.19 -1.50
C -0.41 -4.25 -2.33
C 0.57 -5.13 -1.90
C 1.17 -4.93 -0.67
C 0.77 -3.85 0.10
N -0.19 -3.00 -0.30
H -2.33 0.31 -1.61
H -3.86 -0.53 -1.83
H -4.34 -0.13 0.65
H -4.35 1.21 -0.44
H -4.27 2.76 1.25
H -2.81 4.18 2.66
H -0.43 3.45 3.04
H 0.31 1.34 2.02
H -2.91 -3.56 -0.29
H -4.29 -2.56 -0.73
H -5.58 -3.19 1.32
H -5.91 -2.71 3.74
H -4.09 -1.51 4.99
H -2.01 -0.94 3.77
H -1.22 -1.32 -2.41
H -2.48 -2.53 -2.63
H -0.90 -4.38 -3.28
H 0.86 -5.97 -2.52
H 1.95 -5.59 -0.30
H 1.21 -3.65 1.06
F 4.46 0.29 2.00
C 3.61 0.64 2.98
F 3.06 1.82 2.65
F 4.34 0.83 4.08
C 2.52 -0.38 3.20
C 2.41 -0.98 4.44
C 1.38 -1.88 4.69
C 0.46 -2.10 3.68
N 0.56 -1.52 2.47
C 1.61 -0.71 2.20
S 1.72 -0.32 0.48
H 3.13 -0.75 5.21
H 1.28 -2.38 5.64
H -0.38 -2.76 3.82
C 4.45 -0.86 -1.50
Ge 3.05 -0.14 -2.62
C 3.78 0.99 -4.02
C 1.92 -1.56 -3.29
Ge 1.64 1.49 -1.41
C 2.53 3.03 -0.68
C 3.83 2.90 -0.18
C 4.54 4.01 0.24
C 3.98 5.27 0.14
C 2.70 5.43 -0.38
C 1.98 4.32 -0.80
C -0.16 1.83 -2.01
C -1.02 2.76 -1.41
C -2.23 3.08 -2.00
C -2.60 2.49 -3.21
C -1.75 1.58 -3.82
C -0.54 1.26 -3.22
H 4.17 -1.86 -1.18
H 4.63 -0.25 -0.62
H 5.36 -0.91 -2.10
H 4.46 0.40 -4.64
H 4.34 1.81 -3.57
H 2.99 1.40 -4.66
H 2.56 -2.33 -3.73
H 1.22 -1.22 -4.05
H 1.37 -2.01 -2.46
H 4.28 1.91 -0.09
H 5.55 3.89 0.63
H 4.54 6.14 0.46
H 2.27 6.42 -0.47
H 1.01 4.46 -1.24
H -0.75 3.23 -0.47
H -2.88 3.81 -1.53
H -3.53 2.76 -3.68
H -2.03 1.13 -4.77
H 0.12 0.55 -3.71